Arrangement 1

The following is a DFT calculation (the ωB97M-V functional and the def2-TZVPD basis) of 14 unconnected molecules or ions with the total composition C44H124N8O14.

Computed properties:
Lowest unoccupied orbital energy, Ha: 0.0165
Multiplicity: 1
HOMO-LUMO gap, eV: 9.302
HOMO level, eV: -8.853

Bonds (Å) are listed after each position.
Element x y z (Å)
1 C -2.65189 -3.01609 4.38193  C2 1.528, H4 1.090, H5 1.090, H6 1.090
2 C -3.34718 -1.65712 4.45791  C1 1.528, O3 1.427, H7 1.090, H8 1.090
3 O -4.52323 -1.72303 5.26370  C2 1.427, H9 0.960
4 H -1.66413 -2.85811 3.94895  C1 1.090
5 H -3.09671 -3.65152 3.61612  C1 1.090
6 H -2.48641 -3.56243 5.31050  C1 1.090
7 H -3.77426 -1.30802 3.51778  C2 1.090
8 H -2.68427 -0.87862 4.83554  C2 1.090
9 H -4.86928 -0.83737 5.39577  O3 0.960
10 C 1.72064 4.05291 -4.84555  C11 1.515, H13 1.090, H14 1.090, H15 1.090
11 C 2.97387 4.22950 -5.67758  C10 1.515, O12 1.383, H16 1.090, H17 1.090
12 O 3.18743 3.10028 -6.44636  C11 1.383, H18 0.960
13 H 1.45699 4.98100 -4.33835  C10 1.090
14 H 1.86779 3.23435 -4.14099  C10 1.090
15 H 0.87853 3.80798 -5.49282  C10 1.090
16 H 3.84442 4.26397 -5.02256  C11 1.090
17 H 2.95166 5.12208 -6.30282  C11 1.090
18 H 4.12606 3.12016 -6.64680  O12 0.960
19 C -0.71129 3.11428 2.74078  C20 1.502, H22 1.090, H23 1.090, H24 1.090
20 C -1.94829 2.40117 3.20650  C19 1.502, O21 1.392, H25 1.090, H26 1.090
21 O -1.46475 1.27311 3.86361  C20 1.392, H27 0.960
22 H -1.04132 4.02190 2.23540  C19 1.090
23 H -0.07631 2.51601 2.08735  C19 1.090
24 H -0.03576 3.38864 3.55102  C19 1.090
25 H -2.56658 2.12067 2.35378  C20 1.090
26 H -2.58583 2.97803 3.87649  C20 1.090
27 H -1.04991 0.83533 3.11671  O21 0.960
28 C 3.85280 0.79217 -0.41218  C29 1.493, H31 1.090, H32 1.090, H33 1.090
29 C 3.16616 -0.36015 0.24237  C28 1.493, O30 1.356, H34 1.090, H35 1.090
30 O 2.44718 0.12127 1.28706  C29 1.356, H36 0.960
31 H 3.16691 1.59778 -0.67415  C28 1.090
32 H 4.39076 0.48581 -1.30932  C28 1.090
33 H 4.68016 1.20652 0.16392  C28 1.090
34 H 3.90163 -1.11337 0.52493  C29 1.090
35 H 2.45895 -0.87438 -0.40842  C29 1.090
36 H 3.02893 0.26200 2.03763  O30 0.960
37 C -1.08097 4.61972 -2.10087  C38 1.529, H40 1.090, H41 1.090, H42 1.090
38 C -1.85739 4.01750 -3.27219  C37 1.529, O39 1.358, H43 1.090, H44 1.090
39 O -2.73790 4.96023 -3.69760  C38 1.358, H45 0.960
40 H -1.66872 5.03740 -1.28344  C37 1.090
41 H -0.35174 5.37407 -2.39632  C37 1.090
42 H -0.52594 3.80016 -1.64438  C37 1.090
43 H -2.37411 3.08809 -3.03283  C38 1.090
44 H -1.22535 3.82436 -4.13898  C38 1.090
45 H -2.20442 5.55692 -4.22765  O39 0.960
46 C -1.03630 -2.68255 -6.32568  C47 1.499, H49 1.090, H50 1.090, H51 1.090
47 C -0.02687 -1.68487 -6.80766  C46 1.499, O48 1.389, H52 1.090, H53 1.090
48 O -0.11916 -0.54146 -6.02427  C47 1.389, H54 0.960
49 H -1.35648 -3.28653 -7.17467  C46 1.090
50 H -1.94578 -2.20503 -5.96108  C46 1.090
51 H -0.65862 -3.30040 -5.51099  C46 1.090
52 H -0.10752 -1.30229 -7.82512  C47 1.090
53 H 0.95100 -2.12630 -6.61530  C47 1.090
54 H 0.51885 0.09919 -6.34694  O48 0.960
55 C -1.05917 -4.12880 -0.98959  C56 1.555, H61 1.090, H62 1.090, H63 1.090
56 C -0.46574 -5.10926 0.06102  C55 1.555, C57 1.535, N60 1.455, H64 1.090
57 C -0.46916 -4.57613 1.50073  C56 1.535, O58 1.406, H65 1.090, H66 1.090
58 O 0.05465 -3.28047 1.65821  C57 1.406, C59 1.435
59 C 1.47502 -3.27702 1.45588  O58 1.435, H67 1.090, H68 1.090, H69 1.090
60 N -1.20325 -6.34755 -0.14028  C56 1.455, H70 1.010, H71 1.010
61 H -0.87388 -4.62764 -1.94087  C55 1.090
62 H -0.56510 -3.16810 -0.84451  C55 1.090
63 H -2.12892 -4.00296 -0.82259  C55 1.090
64 H 0.54279 -5.31917 -0.29521  C56 1.090
65 H 0.01830 -5.32892 2.12024  C57 1.090
66 H -1.49614 -4.57254 1.86595  C57 1.090
67 H 1.94568 -4.14617 1.91540  C59 1.090
68 H 1.93671 -2.46611 2.01923  C59 1.090
69 H 1.73857 -3.16133 0.40456  C59 1.090
70 H -2.18788 -6.13506 -0.06644  N60 1.010
71 H -1.03742 -6.86335 0.71210  N60 1.010
72 C -10.73875 -1.34039 -0.14664  C73 1.444, H78 1.090, H79 1.090, H80 1.090
73 C -9.48024 -2.04292 -0.06186  C72 1.444, C74 1.569, N77 1.460, H81 1.090
74 C -8.35328 -1.23939 0.67709  C73 1.569, O75 1.440, H82 1.090, H83 1.090
75 O -7.07718 -1.84050 0.38704  C74 1.440, C76 1.432
76 C -5.95610 -1.29934 1.09536  O75 1.432, H84 1.090, H85 1.090, H86 1.090
77 N -9.82641 -3.25053 0.68125  C73 1.460, H87 1.010, H88 1.010
78 H -11.58063 -1.96852 -0.43782  C72 1.090
79 H -10.57617 -0.48970 -0.80845  C72 1.090
80 H -11.10192 -0.80730 0.73201  C72 1.090
81 H -9.14093 -2.31683 -1.06083  C73 1.090
82 H -8.63009 -1.21726 1.73112  C74 1.090
83 H -8.32388 -0.19502 0.36641  C74 1.090
84 H -6.05566 -1.42178 2.17387  C76 1.090
85 H -5.78031 -0.25948 0.81988  C76 1.090
86 H -5.08830 -1.87107 0.76651  C76 1.090
87 H -8.98342 -3.76258 0.89867  N77 1.010
88 H -10.22647 -3.03874 1.58414  N77 1.010
89 C -2.10438 -1.11135 0.20591  C90 1.511, H95 1.090, H96 1.090, H97 1.090
90 C -0.77259 -0.39855 0.20945  C89 1.511, C91 1.527, N94 1.477, H98 1.090
91 C -0.82007 1.03174 -0.32362  C90 1.527, O92 1.390, H99 1.090, H100 1.090
92 O -1.10755 1.02574 -1.68335  C91 1.390, C93 1.458
93 C 0.08711 0.87304 -2.50479  O92 1.458, H101 1.090, H102 1.090, H103 1.090
94 N -0.30057 -0.31654 1.60613  C90 1.477, H104 1.010, H105 1.010
95 H -2.17290 -2.06124 0.73611  C89 1.090
96 H -2.52796 -1.24601 -0.78935  C89 1.090
97 H -2.83520 -0.52431 0.76213  C89 1.090
98 H -0.08877 -0.98807 -0.40126  C90 1.090
99 H 0.08862 1.57904 -0.07292  C91 1.090
100 H -1.54643 1.62528 0.23154  C91 1.090
101 H -0.22762 0.73269 -3.53889  C93 1.090
102 H 0.68623 0.00741 -2.22223  C93 1.090
103 H 0.65212 1.79776 -2.38753  C93 1.090
104 H -0.25220 -1.27986 1.90576  N94 1.010
105 H 0.66781 -0.04249 1.52107  N94 1.010
106 C -6.35564 -0.61480 -2.78211  C107 1.519, H112 1.090, H113 1.090, H114 1.090
107 C -5.70809 0.37161 -3.73794  C106 1.519, C108 1.553, N111 1.414, H115 1.090
108 C -4.90501 -0.34584 -4.85716  C107 1.553, O109 1.458, H116 1.090, H117 1.090
109 O -3.83840 -1.19665 -4.34318  C108 1.458, C110 1.451
110 C -2.69223 -0.49388 -3.79844  O109 1.451, H118 1.090, H119 1.090, H120 1.090
111 N -6.69807 1.21558 -4.29280  C107 1.414, H121 1.010, H122 1.010
112 H -6.86961 -0.05103 -2.00359  C106 1.090
113 H -5.55760 -1.26136 -2.41715  C106 1.090
114 H -7.08073 -1.27688 -3.25540  C106 1.090
115 H -5.00381 0.99991 -3.19268  C107 1.090
116 H -4.57134 0.39181 -5.58699  C108 1.090
117 H -5.54867 -0.99553 -5.45021  C108 1.090
118 H -2.91995 0.03690 -2.87404  C110 1.090
119 H -2.38359 0.35345 -4.41071  C110 1.090
120 H -1.88794 -1.16858 -3.50519  C110 1.090
121 H -6.49556 1.39158 -5.26651  N111 1.010
122 H -7.53341 0.66399 -4.42715  N111 1.010
123 C 4.07728 -1.92943 7.77738  C124 1.530, H129 1.090, H130 1.090, H131 1.090
124 C 2.74616 -2.59008 8.14018  C123 1.530, C125 1.557, N128 1.435, H132 1.090
125 C 2.00710 -3.40226 7.03578  C124 1.557, O126 1.434, H133 1.090, H134 1.090
126 O 1.55549 -2.53598 5.98598  C125 1.434, C127 1.405
127 C 1.13510 -3.17053 4.80518  O126 1.405, H135 1.090, H136 1.090, H137 1.090
128 N 3.01199 -3.45477 9.25406  C124 1.435, H138 1.010, H139 1.010
129 H 4.39651 -1.28130 8.59354  C123 1.090
130 H 4.02842 -1.22821 6.94431  C123 1.090
131 H 4.88863 -2.63677 7.60570  C123 1.090
132 H 2.00351 -1.83751 8.40515  C124 1.090
133 H 1.11577 -3.87574 7.44742  C125 1.090
134 H 2.68935 -4.19043 6.71733  C125 1.090
135 H 2.01540 -3.53294 4.27430  C127 1.090
136 H 0.66870 -2.45300 4.13012  C127 1.090
137 H 0.50195 -4.03706 4.99583  C127 1.090
138 H 2.15250 -3.98146 9.31704  N128 1.010
139 H 3.69967 -4.17012 9.06575  N128 1.010
140 C 6.00693 -0.00702 2.78485  C141 1.525, H146 1.090, H147 1.090, H148 1.090
141 C 5.64648 1.40866 3.22156  C140 1.525, C142 1.552, N145 1.449, H149 1.090
142 C 4.49619 1.42376 4.26383  C141 1.552, O143 1.446, H150 1.090, H151 1.090
143 O 3.40522 0.66346 3.69460  C142 1.446, C144 1.430
144 C 2.31189 0.59229 4.61329  O143 1.430, H152 1.090, H153 1.090, H154 1.090
145 N 6.87038 2.03410 3.67947  C141 1.449, H155 1.010, H156 1.010
146 H 5.13864 -0.55115 2.41324  C140 1.090
147 H 6.32428 -0.60631 3.63822  C140 1.090
148 H 6.91692 -0.12410 2.19637  C140 1.090
149 H 5.36742 1.98635 2.34036  C141 1.090
150 H 4.30600 2.48611 4.41658  C142 1.090
151 H 4.76612 1.02917 5.24339  C142 1.090
152 H 2.61880 0.20193 5.58361  C144 1.090
153 H 1.50489 -0.06433 4.28814  C144 1.090
154 H 1.87963 1.57414 4.80624  C144 1.090
155 H 7.60352 1.93230 2.99227  N145 1.010
156 H 7.13980 1.55198 4.52509  N145 1.010
157 C 4.85980 0.08142 -5.65336  C158 1.509, H163 1.090, H164 1.090, H165 1.090
158 C 4.54339 -0.90961 -4.56073  C157 1.509, C159 1.553, N162 1.443, H166 1.090
159 C 3.01749 -1.08611 -4.33251  C158 1.553, O160 1.410, H167 1.090, H168 1.090
160 O 2.88288 -1.88513 -3.17812  C159 1.410, C161 1.416
161 C 1.56914 -2.39929 -3.05644  O160 1.416, H169 1.090, H170 1.090, H171 1.090
162 N 5.32491 -2.07972 -4.88046  C158 1.443, H172 1.010, H173 1.010
163 H 4.42011 1.03137 -5.34945  C157 1.090
164 H 4.42439 -0.11542 -6.63304  C157 1.090
165 H 5.92173 0.23493 -5.84531  C157 1.090
166 H 4.91911 -0.48253 -3.63092  C158 1.090
167 H 2.59477 -1.56455 -5.21597  C159 1.090
168 H 2.58547 -0.08967 -4.23992  C159 1.090
169 H 1.36880 -2.47305 -1.98755  C161 1.090
170 H 1.53516 -3.35567 -3.57826  C161 1.090
171 H 0.79020 -1.78056 -3.50200  C161 1.090
172 H 5.27414 -2.67121 -4.06336  N162 1.010
173 H 4.79049 -2.58312 -5.57407  N162 1.010
174 C 4.73783 7.39443 1.69613  C175 1.564, H180 1.090, H181 1.090, H182 1.090
175 C 4.07693 6.05008 1.24547  C174 1.564, C176 1.562, N179 1.454, H183 1.090
176 C 4.43708 5.77490 -0.24883  C175 1.562, O177 1.448, H184 1.090, H185 1.090
177 O 3.83964 4.49537 -0.56865  C176 1.448, C178 1.458
178 C 2.45979 4.68474 -0.99964  O177 1.458, H186 1.090, H187 1.090, H188 1.090
179 N 4.55106 4.95984 2.08188  C175 1.454, H189 1.010, H190 1.010
180 H 4.41126 8.24190 1.09342  C174 1.090
181 H 5.81576 7.42214 1.53675  C174 1.090
182 H 4.50888 7.76407 2.69566  C174 1.090
183 H 3.01055 6.22332 1.39011  C175 1.090
184 H 5.50404 5.63433 -0.42184  C176 1.090
185 H 4.09242 6.61079 -0.85759  C176 1.090
186 H 2.11603 3.67762 -1.23552  C178 1.090
187 H 2.29942 5.28415 -1.89580  C178 1.090
188 H 1.83042 5.13508 -0.23205  C178 1.090
189 H 4.58372 4.16434 1.46043  N179 1.010
190 H 5.50906 5.09915 2.36987  N179 1.010

Arrangement 2

The following is a DFT calculation (the ωB97M-V functional and the def2-TZVPD basis) of 14 unconnected molecules or ions with the total composition C44H124N8O14.

Computed properties:
Lowest unoccupied orbital energy, Ha: 0.0034
Multiplicity: 1
HOMO-LUMO gap, eV: 8.959
HOMO level, eV: -8.866

Bonds (Å) are listed after each position.
Element x y z (Å)
1 C -3.93784 -8.94440 -3.39806  C2 1.487, H4 1.090, H5 1.090, H6 1.090
2 C -4.67373 -7.65201 -3.38156  C1 1.487, O3 1.386, H7 1.090, H8 1.090
3 O -5.84604 -7.92001 -2.69207  C2 1.386, H9 0.960
4 H -3.44353 -9.16543 -2.45207  C1 1.090
5 H -3.11556 -8.77292 -4.09272  C1 1.090
6 H -4.57993 -9.75471 -3.74336  C1 1.090
7 H -5.01155 -7.27602 -4.34729  C2 1.090
8 H -4.04789 -6.94270 -2.84001  C2 1.090
9 H -6.55183 -7.43856 -3.12985  O3 0.960
10 C 6.18574 1.24521 5.04459  C11 1.489, H13 1.090, H14 1.090, H15 1.090
11 C 6.65808 2.49565 4.38751  C10 1.489, O12 1.387, H16 1.090, H17 1.090
12 O 5.54349 2.99764 3.73230  C11 1.387, H18 0.960
13 H 5.26155 1.28026 5.62143  C10 1.090
14 H 6.90336 0.87253 5.77549  C10 1.090
15 H 6.04283 0.49401 4.26782  C10 1.090
16 H 7.38284 2.31232 3.59427  C11 1.090
17 H 7.05597 3.18674 5.13060  C11 1.090
18 H 5.59666 3.95050 3.62818  O12 0.960
19 C -1.06020 -7.23176 -8.45647  C20 1.560, H22 1.090, H23 1.090, H24 1.090
20 C -0.92849 -5.68699 -8.28265  C19 1.560, O21 1.432, H25 1.090, H26 1.090
21 O -1.41541 -5.14753 -7.04829  C20 1.432, H27 0.960
22 H -0.81979 -7.67679 -7.49094  C19 1.090
23 H -0.58165 -7.76812 -9.27586  C19 1.090
24 H -2.12376 -7.45956 -8.52745  C19 1.090
25 H -1.26203 -5.10435 -9.14135  C20 1.090
26 H 0.15343 -5.55455 -8.28165  C20 1.090
27 H -2.24196 -4.71346 -7.27189  O21 0.960
28 C -0.88735 -0.30761 8.95957  C29 1.458, H31 1.090, H32 1.090, H33 1.090
29 C 0.36595 -0.13770 9.68436  C28 1.458, O30 1.405, H34 1.090, H35 1.090
30 O 1.31662 0.52024 8.88661  C29 1.405, H36 0.960
31 H -0.81529 -0.65734 7.92972  C28 1.090
32 H -1.41938 0.61854 8.74208  C28 1.090
33 H -1.61734 -0.91557 9.49400  C28 1.090
34 H 0.79425 -1.12404 9.86269  C29 1.090
35 H 0.23647 0.49256 10.56420  C29 1.090
36 H 2.05820 0.66184 9.47957  O30 0.960
37 C 5.35598 -5.93098 4.86834  C38 1.515, H40 1.090, H41 1.090, H42 1.090
38 C 5.24185 -4.81698 5.88836  C37 1.515, O39 1.401, H43 1.090, H44 1.090
39 O 6.47345 -4.56971 6.50760  C38 1.401, H45 0.960
40 H 6.14407 -6.61976 5.17267  C37 1.090
41 H 5.70526 -5.57198 3.90023  C37 1.090
42 H 4.45506 -6.51506 4.68054  C37 1.090
43 H 4.42387 -4.84779 6.60812  C38 1.090
44 H 4.90811 -3.83619 5.54958  C38 1.090
45 H 6.33703 -3.74580 6.98104  O39 0.960
46 C 1.00248 0.51372 -9.37860  C47 1.489, H49 1.090, H50 1.090, H51 1.090
47 C 1.54735 -0.48721 -8.42092  C46 1.489, O48 1.416, H52 1.090, H53 1.090
48 O 1.65440 0.16263 -7.16748  C47 1.416, H54 0.960
49 H -0.03296 0.74779 -9.13129  C46 1.090
50 H 1.03870 0.33816 -10.45377  C46 1.090
51 H 1.40503 1.52585 -9.33786  C46 1.090
52 H 2.48322 -0.92367 -8.76983  C47 1.090
53 H 0.86417 -1.32640 -8.29008  C47 1.090
54 H 1.90836 -0.49789 -6.51878  O48 0.960
55 C -7.75397 2.13465 6.83397  C56 1.529, H61 1.090, H62 1.090, H63 1.090
56 C -6.51146 1.24342 6.80834  C55 1.529, C57 1.572, N60 1.492, H64 1.090
57 C -5.33984 1.68060 5.85579  C56 1.572, O58 1.443, H65 1.090, H66 1.090
58 O -5.90073 1.78219 4.52982  C57 1.443, C59 1.462
59 C -4.97623 2.27636 3.51137  O58 1.462, H67 1.090, H68 1.090, H69 1.090
60 N -6.05172 1.10811 8.22103  C56 1.492, H70 1.010, H71 1.010
61 H -8.31736 1.95032 5.91924  C55 1.090
62 H -7.37113 3.15441 6.87408  C55 1.090
63 H -8.29219 2.02253 7.77516  C55 1.090
64 H -6.93955 0.32833 6.39913  C56 1.090
65 H -4.53845 0.96663 5.66575  C57 1.090
66 H -4.99681 2.68188 6.11628  C57 1.090
67 H -4.02224 1.77623 3.67829  C59 1.090
68 H -4.78918 3.31629 3.77904  C59 1.090
69 H -5.25216 2.08555 2.47428  C59 1.090
70 H -6.09587 2.08272 8.48233  N60 1.010
71 H -6.80944 0.71149 8.75828  N60 1.010
72 C 1.31524 5.68054 7.05571  C73 1.557, H78 1.090, H79 1.090, H80 1.090
73 C 2.43438 6.68170 6.64501  C72 1.557, C74 1.547, N77 1.468, H81 1.090
74 C 2.38123 8.02845 7.40449  C73 1.547, O75 1.471, H82 1.090, H83 1.090
75 O 3.52938 8.91972 7.17496  C74 1.471, C76 1.446
76 C 3.57893 9.38448 5.80701  O75 1.446, H84 1.090, H85 1.090, H86 1.090
77 N 3.72175 6.08811 7.02609  C73 1.468, H87 1.010, H88 1.010
78 H 0.39940 6.27014 7.09713  C72 1.090
79 H 1.34027 5.37355 8.10129  C72 1.090
80 H 1.08418 4.85496 6.38256  C72 1.090
81 H 2.35024 6.78687 5.56337  C73 1.090
82 H 2.27314 7.85651 8.47541  C74 1.090
83 H 1.40481 8.45520 7.17516  C74 1.090
84 H 2.71020 9.93564 5.44697  C76 1.090
85 H 3.70059 8.56511 5.09854  C76 1.090
86 H 4.43716 9.99698 5.53061  C76 1.090
87 H 4.46940 6.74466 6.85271  N77 1.010
88 H 3.87814 5.28745 6.43062  N77 1.010
89 C 6.71414 3.12080 -7.61947  C90 1.543, H95 1.090, H96 1.090, H97 1.090
90 C 7.60118 2.39704 -6.58490  C89 1.543, C91 1.575, N94 1.437, H98 1.090
91 C 6.88219 2.17510 -5.20134  C90 1.575, O92 1.424, H99 1.090, H100 1.090
92 O 7.66160 1.59987 -4.15779  C91 1.424, C93 1.459
93 C 7.02999 1.53002 -2.84448  O92 1.459, H101 1.090, H102 1.090, H103 1.090
94 N 8.01594 1.16767 -7.20275  C90 1.437, H104 1.010, H105 1.010
95 H 5.89289 2.47584 -7.93198  C89 1.090
96 H 7.25942 3.45555 -8.50192  C89 1.090
97 H 6.29882 4.05366 -7.23819  C89 1.090
98 H 8.41801 3.11713 -6.53647  C90 1.090
99 H 6.03526 1.50170 -5.33304  C91 1.090
100 H 6.54175 3.15778 -4.87491  C91 1.090
101 H 7.61433 0.94668 -2.13288  C93 1.090
102 H 6.02744 1.10263 -2.82671  C93 1.090
103 H 6.99209 2.54952 -2.46072  C93 1.090
104 H 8.73392 1.30958 -7.89880  N94 1.010
105 H 8.49810 0.59607 -6.52385  N94 1.010
106 C 4.94030 -6.08944 -6.30493  C107 1.533, H112 1.090, H113 1.090, H114 1.090
107 C 5.26142 -4.61164 -6.05433  C106 1.533, C108 1.560, N111 1.435, H115 1.090
108 C 6.03391 -4.51803 -4.70276  C107 1.560, O109 1.408, H116 1.090, H117 1.090
109 O 5.12243 -4.70455 -3.64625  C108 1.408, C110 1.420
110 C 5.68067 -4.82681 -2.34658  O109 1.420, H118 1.090, H119 1.090, H120 1.090
111 N 6.00154 -4.16071 -7.19765  C107 1.435, H121 1.010, H122 1.010
112 H 4.30873 -6.26768 -7.17523  C106 1.090
113 H 4.33323 -6.53324 -5.51587  C106 1.090
114 H 5.85630 -6.63008 -6.54317  C106 1.090
115 H 4.28888 -4.12814 -5.96229  C107 1.090
116 H 6.47999 -3.52512 -4.64585  C108 1.090
117 H 6.87724 -5.20565 -4.63907  C108 1.090
118 H 4.88430 -4.92280 -1.60856  C110 1.090
119 H 6.22181 -3.91248 -2.10311  C110 1.090
120 H 6.40307 -5.64091 -2.40568  C110 1.090
121 H 5.48456 -4.21679 -8.06350  N111 1.010
122 H 6.22339 -3.17795 -7.12649  N111 1.010
123 C -0.11704 -3.50407 -0.49843  C124 1.488, H129 1.090, H130 1.090, H131 1.090
124 C 0.55076 -2.22501 -0.86348  C123 1.488, C125 1.523, N128 1.485, H132 1.090
125 C 1.44664 -1.68174 0.24219  C124 1.523, O126 1.426, H133 1.090, H134 1.090
126 O 0.54421 -1.48982 1.32974  C125 1.426, C127 1.425
127 C 1.14743 -1.04779 2.54317  O126 1.425, H135 1.090, H136 1.090, H137 1.090
128 N 1.29936 -2.37604 -2.13746  C124 1.485, H138 1.010, H139 1.010
129 H 0.55983 -4.34649 -0.35603  C123 1.090
130 H -0.79066 -3.92627 -1.24414  C123 1.090
131 H -0.69842 -3.33165 0.40732  C123 1.090
132 H -0.28885 -1.54558 -1.01016  C124 1.090
133 H 1.75773 -0.71333 -0.14961  C125 1.090
134 H 2.32010 -2.27262 0.51793  C125 1.090
135 H 1.48795 -0.01278 2.51321  C127 1.090
136 H 1.85624 -1.72494 3.01977  C127 1.090
137 H 0.34523 -0.80226 3.23908  C127 1.090
138 H 2.10637 -2.97442 -2.03376  N128 1.010
139 H 0.67141 -2.82031 -2.79199  N128 1.010
140 C -4.30332 0.42248 -4.21127  C141 1.564, H146 1.090, H147 1.090, H148 1.090
141 C -5.21617 1.26319 -3.25915  C140 1.564, C142 1.614, N145 1.467, H149 1.090
142 C -5.33855 2.80659 -3.71405  C141 1.614, O143 1.448, H150 1.090, H151 1.090
143 O -5.93217 3.52721 -2.60673  C142 1.448, C144 1.494
144 C -5.98179 4.98564 -2.92497  O143 1.494, H152 1.090, H153 1.090, H154 1.090
145 N -6.49618 0.56659 -3.09364  C141 1.467, H155 1.010, H156 1.010
146 H -3.32872 0.91053 -4.22049  C140 1.090
147 H -4.62647 0.33213 -5.24833  C140 1.090
148 H -4.27080 -0.60915 -3.86088  C140 1.090
149 H -4.62703 1.27374 -2.34214  C141 1.090
150 H -5.98137 3.04873 -4.56035  C142 1.090
151 H -4.32899 3.09068 -4.01101  C142 1.090
152 H -6.61679 5.29501 -3.75514  C144 1.090
153 H -5.02339 5.49112 -3.04358  C144 1.090
154 H -6.51158 5.41104 -2.07265  C144 1.090
155 H -7.05173 1.29483 -2.66805  N145 1.010
156 H -6.76623 0.50329 -4.06481  N145 1.010
157 C 0.29592 4.87117 -2.26743  C158 1.566, H163 1.090, H164 1.090, H165 1.090
158 C 0.17703 4.81147 -0.70672  C157 1.566, C159 1.526, N162 1.467, H166 1.090
159 C -0.43684 6.08148 -0.12492  C158 1.526, O160 1.440, H167 1.090, H168 1.090
160 O -0.77163 5.85050 1.25631  C159 1.440, C161 1.355
161 C -1.21667 6.98594 1.84587  O160 1.355, H169 1.090, H170 1.090, H171 1.090
162 N -0.70974 3.65315 -0.55312  C158 1.467, H172 1.010, H173 1.010
163 H 0.83287 5.76066 -2.59694  C157 1.090
164 H -0.66181 4.81265 -2.78459  C157 1.090
165 H 0.96233 4.03375 -2.47415  C157 1.090
166 H 1.13803 4.69410 -0.20592  C158 1.090
167 H -1.27804 6.47513 -0.69547  C159 1.090
168 H 0.24633 6.92562 -0.21878  C159 1.090
169 H -1.80884 6.79181 2.74015  C161 1.090
170 H -1.57599 7.77909 1.19020  C161 1.090
171 H -0.32618 7.43452 2.28622  C161 1.090
172 H -0.56477 2.87748 -1.18353  N162 1.010
173 H -0.60776 3.23656 0.36129  N162 1.010
174 C -7.12520 -3.59219 3.53075  C175 1.510, H180 1.090, H181 1.090, H182 1.090
175 C -7.72345 -3.60100 2.14410  C174 1.510, C176 1.523, N179 1.485, H183 1.090
176 C -8.35894 -2.22447 1.99604  C175 1.523, O177 1.434, H184 1.090, H185 1.090
177 O -9.46037 -2.32975 1.08337  C176 1.434, C178 1.391
178 C -10.21716 -1.16944 0.96135  O177 1.391, H186 1.090, H187 1.090, H188 1.090
179 N -6.72344 -3.98124 1.11427  C175 1.485, H189 1.010, H190 1.010
180 H -7.92909 -3.60577 4.26674  C174 1.090
181 H -6.46272 -2.76699 3.79203  C174 1.090
182 H -6.71094 -4.60039 3.52838  C174 1.090
183 H -8.52934 -4.33375 2.10280  C175 1.090
184 H -7.54127 -1.54259 1.76245  C176 1.090
185 H -8.66382 -1.83989 2.96930  C176 1.090
186 H -10.70849 -1.08392 -0.00787  C178 1.090
187 H -9.71618 -0.20332 1.02239  C178 1.090
188 H -10.96312 -1.23732 1.75321  C178 1.090
189 H -5.82757 -3.57262 1.33915  N179 1.010
190 H -6.58934 -4.97992 1.04540  N179 1.010

Looking at the structures above, arrangement 1 is most stable, and the difference to the next one is 428.9 kJ/mol.